(1)
# C40H27MnN7O6S3

C40H27MnN7O6S3 as an isolated structure (ωB97M-V/def2-TZVPD, the OMol25 dataset).

```
84
C40H27MnN7O6S3 (ωB97M-V/def2-TZVPD)
Mn -0.347 -1.090 0.501
O 2.319 -4.164 0.429
C 1.672 -3.117 0.471
N 0.422 -2.876 0.877
C -0.253 -3.612 1.842
C -0.076 -4.957 2.127
C -0.776 -5.541 3.181
C -1.640 -4.784 3.953
C -1.819 -3.425 3.691
C -1.129 -2.826 2.644
N -1.207 -1.484 2.260
C -2.050 -0.587 2.766
O -2.872 -0.694 3.691
C -1.977 0.715 1.990
C -2.676 1.832 2.419
C -2.532 3.016 1.720
C -1.700 3.048 0.610
C -1.057 1.885 0.225
N -1.201 0.734 0.889
C 2.372 -1.785 0.202
C 3.682 -1.742 -0.238
C 4.333 -0.518 -0.266
C 3.658 0.616 0.155
C 2.333 0.495 0.545
N 1.700 -0.672 0.564
H 0.610 -5.531 1.520
H -0.635 -6.595 3.394
H -2.181 -5.241 4.774
H -2.476 -2.816 4.293
H -3.277 1.741 3.312
H -3.030 3.917 2.054
H -1.509 3.964 0.071
H -0.386 1.855 -0.625
H 4.159 -2.669 -0.524
H 5.359 -0.451 -0.607
H 4.127 1.590 0.163
H 1.752 1.353 0.857
O 1.199 0.946 -1.943
S 0.720 -0.197 -2.679
O 1.713 -0.952 -3.416
N -0.218 -1.065 -1.731
C -0.954 -2.075 -2.316
C -0.779 -2.623 -3.572
C -1.664 -3.588 -4.082
C -2.734 -4.037 -3.363
C -2.940 -3.520 -2.060
C -4.022 -3.926 -1.249
C -4.178 -3.383 -0.009
C -3.228 -2.447 0.445
N -2.200 -2.055 -0.274
C -2.052 -2.564 -1.532
C -0.395 0.478 -3.914
C -1.683 0.841 -3.541
C -2.514 1.457 -4.463
C -2.059 1.716 -5.749
C -0.771 1.353 -6.113
C 0.063 0.732 -5.194
H 0.065 -2.325 -4.174
H -1.477 -3.977 -5.077
H -3.420 -4.777 -3.755
H -4.714 -4.668 -1.632
H -4.990 -3.667 0.646
H -3.332 -2.035 1.437
H -2.023 0.635 -2.534
H -3.519 1.739 -4.174
H -2.709 2.201 -6.467
H -0.413 1.553 -7.115
H 1.068 0.432 -5.462
O 1.349 6.563 0.386
S 1.470 6.297 1.800
O 1.212 7.412 2.683
N 0.628 4.987 2.226
C 1.387 4.020 2.713
S 0.892 2.543 3.297
C 2.862 4.367 2.684
C 3.941 3.593 3.086
C 5.215 4.124 2.952
C 5.409 5.404 2.428
C 4.327 6.177 2.027
C 3.069 5.626 2.164
H 3.760 2.602 3.482
H 6.074 3.537 3.255
H 6.414 5.795 2.331
H 4.461 7.169 1.615
```

## Properties
Expectation value of S² ... 0.771
Lowest unoccupied orbital energy (alpha / beta) ... 4.06 / 4.06 eV
Spin multiplicity ... 2
Charge ... -2
HOMO-LUMO gap (alpha / beta) ... 6.12 / 5.90 eV

***

(2)
# C3H7NO2

C3H7NO2 as an isolated structure (ωB97M-V/def2-TZVPD, the OMol25 dataset).

```
13
C3H7NO2 (ωB97M-V/def2-TZVPD)
O -0.323 -0.510 1.170
C -1.106 -0.575 -0.001
C -0.641 0.627 -0.837
N 0.805 0.718 -0.629
C 1.068 0.504 0.737
O 1.456 1.200 1.606
H 0.772 -1.107 1.029
H -2.166 -0.517 0.267
H -0.927 -1.511 -0.549
H -1.102 1.548 -0.470
H -0.850 0.529 -1.905
H 1.301 0.030 -1.188
H 1.713 -0.937 0.770
```

## Properties
Lowest unoccupied orbital energy ... 0.60 eV
HOMO-LUMO gap ... 10.33 eV

***

(3)
# C5H13NO

A 2-piece molecular cluster, C5H13NO overall (ωB97M-V/def2-TZVPD, the OMol25 dataset).

```
20
C5H13NO (ωB97M-V/def2-TZVPD)
C -0.793 -1.650 2.063
C 0.685 -1.662 1.607
C 0.925 -0.239 1.226
C 0.291 0.486 0.253
N 0.687 1.706 -0.319
C -0.079 2.129 -1.481
H -1.314 -0.972 1.361
H -1.221 -2.675 2.036
H -1.000 -1.193 2.989
H 0.867 -2.409 0.885
H 1.176 -2.053 2.584
H 1.651 0.292 1.956
H -0.469 0.038 -0.408
H 0.874 2.450 0.320
H 0.079 1.461 -2.296
H 0.136 3.132 -1.822
H -1.215 2.270 -1.292
H -0.287 -0.251 -2.386
H -1.359 -1.455 -2.280
O -1.113 -0.619 -2.678
```

## Properties
Structure (SMILES) ... CC/C=C/NC.O
Lowest unoccupied orbital energy ... 0.91 eV
HOMO-LUMO gap ... 8.73 eV

***

Number 1: DFT total energy -128465.242 eV, largest force on an atom 0.024 hartree/bohr. Number 2: DFT total energy -8805.878 eV, largest force on an atom 0.015 hartree/bohr. Number 3: DFT total energy -8931.315 eV, largest force on an atom 0.077 hartree/bohr.